{
  "formula": "C5H6AgLiO4",
  "method": "ωB97M-V with the def2-TZVPD basis set",
  "total_charge": 1,
  "gap_ev": [7.92, 5.95],
  "lumo_ha": [-0.1872, -0.2598],
  "s_squared": 0.76,
  "multiplicity": 2,
  "symbols": ["Ag", "O", "O", "O", "O", "C", "C", "C", "C", "C", "Li", "H", "H", "H", "H", "H", "H"],
  "positions_angstrom": [[1.9953, -0.8527, 2.6791], [-2.1241, 1.6237, -2.1665], [-0.3933, 1.4430, -0.8087], [-0.5995, 0.0840, -2.6032], [0.2583, -0.4024, 3.2482], [0.7212, -1.3457, 0.1361], [-1.0668, 1.0060, -1.8932], [0.2733, -0.2665, 0.8571], [0.7707, 0.7340, -0.3922], [-0.5012, -0.3133, 2.1016], [-2.1788, 0.4461, -3.7342], [0.3074, -2.3187, 0.4303], [1.5464, -1.5545, -0.5469], [-1.2612, -1.1150, 2.0669], [-0.5104, 0.9001, 1.7880], [1.4053, 1.4758, 0.1119], [1.3574, 0.4561, -1.2743]],
  "atomic_forces_ev_per_a": [[3.9, -1.0, -1.1], [0.4, -0.5, 0.1], [0.7, 0.0, 1.0], [0.3, -0.5, 0.1], [-3.8, 1.1, -0.4], [-0.7, -3.3, 3.3], [-1.0, 0.5, -1.2], [5.2, -2.4, -6.6], [-1.2, 4.1, 2.3], [0.0, 2.2, 0.0], [0.3, 0.2, 0.5], [-0.1, -0.2, 0.1], [-0.6, 1.2, -0.5], [-0.5, 1.2, 0.0], [-2.0, -1.5, 1.9], [-0.2, 0.3, -0.3], [-0.5, -1.3, 0.6]]
}

{
  "formula": "C15H29ClFNO5PS",
  "method": "ωB97M-V with the def2-TZVPD basis set",
  "total_charge": 1,
  "gap_ev": 8.88,
  "lumo_ha": -0.1603,
  "smiles": "CCOP(=O)(CCC[C@]1(F)CC[NH+]=C1CCCCS(=O)(=O)Cl)OCC",
  "symbols": ["Cl", "S", "P", "F", "O", "O", "O", "O", "O", "N", "C", "C", "C", "C", "C", "C", "C", "C", "C", "C", "C", "C", "C", "C", "C", "H", "H", "H", "H", "H", "H", "H", "H", "H", "H", "H", "H", "H", "H", "H", "H", "H", "H", "H", "H", "H", "H", "H", "H", "H", "H", "H", "H", "H"],
  "positions_angstrom": [[-6.7635, -2.1741, 0.0242], [-4.9836, -2.5396, -0.8820], [2.8432, -1.1478, -1.1776], [-1.5402, 2.7938, -0.8412], [1.8746, -1.3853, 0.0914], [-4.3075, -3.5257, -0.1061], [-5.2456, -2.7123, -2.2689], [3.5371, -2.3418, -1.6412], [3.7931, 0.0283, -0.6804], [-0.0650, 1.7751, 1.5801], [-4.1559, -0.9817, -0.6537], [0.6301, 3.0565, 1.3832], [-0.2964, 2.1356, -0.6769], [-3.9304, -0.6312, 0.8110], [4.3614, 0.2699, 1.6638], [1.7196, -2.7690, 0.5377], [-1.4794, 0.0750, 0.5733], [1.8028, -0.4133, -2.4570], [0.4918, -2.8809, 1.4046], [0.7090, 3.1581, -0.1401], [-0.0021, 1.4121, -1.9920], [-2.9058, 0.4825, 1.0222], [3.5949, 0.8301, 0.4881], [-0.5976, 1.2558, 0.5390], [1.4578, 1.0807, -2.3564], [2.6222, -3.0390, 1.0860], [2.5262, 0.8935, 0.7231], [1.5916, 3.0492, 1.8935], [3.9527, 1.8298, 0.2291], [0.0226, 3.8475, 1.8221], [1.6624, -3.4188, -0.3345], [-0.4464, 2.0650, -2.7459], [0.9096, -1.0444, -2.5010], [0.5202, -3.8109, 1.9717], [-3.6369, -1.5235, 1.3698], [-3.2313, -1.1595, -1.2098], [2.1529, 1.5678, -1.6750], [4.2814, 0.9517, 2.5141], [-2.8646, 0.7146, 2.0891], [-3.2165, 1.3951, 0.5100], [-0.1552, 1.3480, 2.4986], [2.3554, -0.5985, -3.3796], [5.4158, 0.1642, 1.4124], [-1.5011, -0.3850, -0.4120], [-4.8783, -0.2931, 1.2310], [1.7124, 2.9527, -0.4950], [-1.0665, -0.6510, 1.2769], [-0.4186, -2.8822, 0.8036], [1.6680, 1.5279, -3.3268], [-0.5847, 0.4890, -2.0173], [-4.7518, -0.2343, -1.1776], [0.4516, -2.0507, 2.1153], [3.9664, -0.7022, 1.9604], [0.3980, 4.1462, -0.4770]],
  "atomic_forces_ev_per_a": [[-0.1, 0.0, 0.1], [-0.1, 0.0, 0.0], [0.0, 0.2, 0.2], [0.2, -0.2, 0.0], [-0.2, -0.1, -0.2], [0.1, -0.1, 0.0], [0.1, 0.0, 0.0], [0.1, -0.1, 0.0], [-0.1, 0.1, -0.1], [0.1, -0.1, 0.3], [0.0, 0.1, 0.0], [0.0, 0.1, 0.0], [-0.2, 0.0, 0.0], [0.0, 0.0, 0.1], [0.0, 0.1, 0.1], [0.2, 0.0, 0.1], [0.0, -0.1, 0.1], [0.0, -0.1, 0.1], [-0.1, 0.1, 0.0], [-0.3, 0.1, 0.0], [0.0, 0.0, 0.1], [0.0, 0.0, 0.0], [0.1, 0.0, 0.1], [0.2, 0.0, -0.3], [0.0, 0.1, 0.0], [0.0, 0.0, 0.0], [0.0, 0.0, 0.0], [0.0, -0.1, -0.1], [0.0, 0.0, 0.0], [0.0, -0.1, 0.1], [0.0, 0.0, 0.0], [0.1, 0.0, 0.0], [0.0, 0.1, -0.1], [0.0, 0.0, 0.0], [0.0, 0.0, -0.1], [0.0, 0.1, 0.0], [0.1, 0.0, 0.0], [0.0, 0.0, 0.0], [-0.1, 0.1, 0.0], [0.0, 0.0, -0.1], [-0.1, 0.1, -0.1], [0.0, -0.1, 0.0], [0.0, 0.0, 0.0], [0.1, 0.0, 0.0], [0.0, 0.0, 0.0], [0.0, 0.0, 0.0], [-0.1, 0.0, -0.1], [0.0, 0.0, 0.0], [0.0, 0.0, 0.0], [-0.1, 0.1, 0.0], [0.1, 0.0, -0.1], [0.1, -0.1, 0.1], [0.0, 0.0, 0.0], [0.2, 0.0, -0.1]]
}

{
  "formula": "C32H44N4O3",
  "method": "ωB97M-V with the def2-TZVPD basis set",
  "gap_ev": 8.66,
  "lumo_ha": 0.0195,
  "smiles": "COc1ccc(C[C@@H]2CN3C(=NC[C@@H]3Cc3ccc(O)cc3)N2C[C@H](C)NC(=O)CCC2CCCCC2)cc1",
  "symbols": ["O", "O", "O", "N", "N", "N", "N", "C", "C", "C", "C", "C", "C", "C", "C", "C", "C", "C", "C", "C", "C", "C", "C", "C", "C", "C", "C", "C", "C", "C", "C", "C", "C", "C", "C", "C", "C", "C", "C", "H", "H", "H", "H", "H", "H", "H", "H", "H", "H", "H", "H", "H", "H", "H", "H", "H", "H", "H", "H", "H", "H", "H", "H", "H", "H", "H", "H", "H", "H", "H", "H", "H", "H", "H", "H", "H", "H", "H", "H", "H", "H", "H", "H"],
  "positions_angstrom": [[3.1955, 3.3739, -1.4784], [-5.1889, -1.2100, 0.8753], [6.1900, -1.3305, 0.0896], [2.0992, 1.5377, -0.7634], [-0.0717, -2.2047, 0.1888], [0.5632, -0.9550, -1.5468], [0.1882, -0.0058, 0.6429], [4.9918, -1.7137, 0.6045], [-0.2324, 3.7408, 0.3357], [-3.8893, -2.8846, -0.3392], [2.5041, -2.4122, 1.6924], [-4.2268, -1.5761, -0.0179], [2.2742, 3.4128, 0.7421], [4.2211, -0.7652, 1.2696], [0.3176, -2.2866, -2.0738], [-1.0457, -2.3761, -2.8032], [-2.8829, -3.1312, -1.2583], [-2.1564, 2.4815, 1.3458], [-0.0698, -2.1986, 1.6316], [-2.1897, -2.0986, -1.8705], [2.5827, 2.7858, -0.6065], [-1.2266, 4.7292, -0.2777], [3.2898, -3.3515, 1.0356], [-5.9142, -2.2185, 1.5332], [-0.8224, 3.1656, 1.6235], [-3.1447, 3.4586, 0.7188], [4.5176, -3.0142, 0.4946], [3.3073, -0.1900, -2.0317], [3.0010, -1.1175, 1.8084], [1.1831, -2.8229, 2.2880], [-3.5561, -0.5303, -0.6527], [2.1858, 0.8482, -2.0318], [-2.5630, 4.0490, -0.5612], [0.2326, -0.9360, -0.2386], [0.3443, -3.1604, -0.8018], [0.8289, 0.2017, -2.3621], [-2.5558, -0.7916, -1.5618], [1.1221, 4.4132, 0.5847], [-0.2291, -0.6670, 1.8714], [2.0231, 2.6457, 1.4732], [2.9492, -4.3757, 0.9566], [1.3570, -3.5415, -0.6130], [-1.2805, -0.4238, 2.0606], [-4.0896, 2.9532, 0.5036], [0.3535, -0.3082, 2.7206], [-3.8426, 0.4808, -0.4124], [-1.0465, -1.6533, -3.6218], [2.4104, 1.6152, -2.7846], [-1.3818, 5.5626, 0.4122], [3.0973, -0.9698, -1.3040], [1.1580, -2.5511, 3.3467], [3.4068, -0.6367, -3.0184], [4.2459, 0.2883, -1.7677], [2.4348, -0.3653, 2.3318], [6.6198, -2.0798, -0.3397], [3.1644, 3.9494, 1.0744], [4.5962, 0.2418, 1.3536], [5.1123, -3.7657, -0.0092], [-2.6468, -4.1575, -1.5041], [-2.0580, 0.0338, -2.0474], [1.5152, 1.1045, -0.0476], [-5.2612, -2.8553, 2.1395], [-2.5700, 2.0812, 2.2745], [-0.0900, 2.9171, -0.3706], [-6.6154, -1.7002, 2.1854], [0.0440, 0.9546, -2.2214], [-1.9799, 1.6441, 0.6682], [-4.3999, -3.7202, 0.1139], [-0.3497, -4.0013, -0.8601], [-0.9474, -2.7385, 2.0088], [-2.4122, 3.2494, -1.2908], [-0.8168, 5.1363, -1.2052], [1.3638, 5.0670, -0.2567], [1.0926, -3.9104, 2.2229], [1.0563, 5.0354, 1.4806], [-3.3543, 4.2657, 1.4252], [-0.9657, 3.9718, 2.3481], [-3.2627, 4.7684, -0.9936], [-1.1382, -3.3764, -3.2301], [1.1139, -2.5628, -2.7738], [0.8278, -0.1176, -3.4061], [-6.4725, -2.8405, 0.8256], [-0.1357, 2.4361, 2.0529]],
  "atomic_forces_ev_per_a": [[0.2, 0.4, -0.3], [0.2, 0.2, -0.2], [0.2, 0.1, -0.1], [0.0, -0.2, -0.1], [0.0, 0.3, -0.3], [-0.1, -0.1, 0.1], [0.2, 0.5, -0.3], [-0.3, -0.2, 0.2], [0.1, 0.5, 0.3], [-0.3, 0.0, 0.3], [0.0, -0.2, 0.0], [0.1, 0.1, -0.1], [0.0, 0.3, -0.2], [0.3, -0.1, -0.1], [-0.2, -0.4, -0.4], [0.2, 0.1, 0.2], [0.1, 0.1, -0.2], [-0.1, 0.2, 0.2], [0.1, -0.2, 0.5], [-0.1, -0.1, -0.2], [-0.1, -0.2, 0.5], [0.0, -0.4, -0.2], [0.0, 0.1, 0.1], [-0.1, -0.2, 0.1], [0.0, -0.3, -0.3], [0.0, -0.2, -0.2], [0.2, 0.1, -0.1], [-0.2, 0.3, 0.0], [0.1, -0.1, -0.1], [-0.3, 0.1, -0.2], [-0.1, 0.0, 0.2], [0.1, -0.1, -0.3], [-0.1, 0.3, 0.2], [-0.1, -0.2, 0.5], [0.3, -0.3, 0.0], [0.3, 0.4, 0.1], [-0.1, -0.1, 0.0], [-0.1, -0.2, -0.1], [-0.3, -0.1, 0.0], [0.0, -0.1, 0.1], [-0.1, -0.1, 0.0], [-0.1, 0.0, -0.1], [0.0, 0.0, 0.1], [-0.1, 0.0, 0.1], [0.0, -0.1, 0.1], [0.0, 0.2, 0.0], [0.0, 0.0, -0.1], [-0.1, -0.1, 0.1], [0.0, 0.1, 0.0], [0.0, -0.1, 0.1], [-0.1, -0.1, 0.0], [0.1, -0.1, -0.2], [0.1, 0.0, 0.0], [-0.1, 0.1, 0.1], [-0.1, 0.1, 0.1], [0.0, -0.1, 0.0], [0.0, 0.2, 0.0], [0.1, -0.1, 0.0], [0.0, -0.1, 0.0], [0.1, 0.1, -0.1], [0.0, 0.2, 0.1], [0.0, 0.0, 0.0], [0.0, -0.1, 0.0], [0.0, -0.1, 0.0], [0.0, -0.1, 0.0], [0.0, 0.0, -0.1], [0.0, -0.1, 0.0], [-0.1, 0.0, 0.1], [0.0, 0.0, -0.1], [0.1, 0.1, 0.0], [0.0, 0.0, -0.1], [0.1, 0.1, 0.0], [0.0, 0.1, 0.0], [0.0, 0.0, 0.1], [0.0, 0.1, 0.0], [-0.1, 0.0, 0.0], [0.0, 0.1, 0.1], [0.0, -0.1, -0.1], [0.0, 0.0, -0.1], [0.0, 0.0, 0.1], [0.0, 0.0, 0.0], [0.0, 0.0, 0.0], [0.1, 0.0, 0.1]]
}

{
  "formula": "C29H45FP2Rh",
  "method": "ωB97M-V with the def2-TZVPD basis set",
  "total_charge": 1,
  "gap_ev": [4.85, 6.83],
  "lumo_ha": [-0.0894, -0.1178],
  "s_squared": 6.03,
  "multiplicity": 5,
  "symbols": ["Rh", "P", "P", "F", "C", "C", "C", "C", "C", "C", "C", "C", "C", "C", "C", "C", "C", "C", "C", "C", "C", "C", "C", "C", "C", "C", "C", "C", "C", "C", "C", "C", "C", "H", "H", "H", "H", "H", "H", "H", "H", "H", "H", "H", "H", "H", "H", "H", "H", "H", "H", "H", "H", "H", "H", "H", "H", "H", "H", "H", "H", "H", "H", "H", "H", "H", "H", "H", "H", "H", "H", "H", "H", "H", "H", "H", "H", "H"],
  "positions_angstrom": [[-1.2892, 1.2116, 0.9803], [0.5209, 1.9077, -1.7056], [2.0080, 0.1953, -3.6159], [-6.6097, -1.7013, -0.1385], [0.2442, -0.6388, -0.9296], [0.1821, -0.8545, 3.0698], [-0.3972, 1.3996, 2.7971], [-0.3365, 2.8259, 3.2296], [-2.8768, 1.1730, 3.5671], [-1.1208, 2.5569, -1.4435], [-5.3966, -1.0809, 0.0417], [2.5998, -0.0374, -1.9092], [-2.1089, -1.8743, 3.6572], [0.8768, -3.1285, -0.9185], [-2.9693, 0.1687, 0.3410], [-4.1141, 0.9354, 0.1706], [-5.3563, 0.3039, -0.0046], [0.9913, -2.0969, 3.2825], [0.6625, 1.3742, -3.4984], [1.8817, -2.9938, -0.0578], [2.1154, 0.8459, 2.8876], [3.2931, -1.3079, -1.3629], [-3.0161, -1.2215, 0.3562], [-4.2631, -1.8641, 0.2279], [0.6987, 0.4332, 2.8340], [1.7143, 3.2784, -1.6923], [1.4037, 0.3672, -1.0693], [-1.2096, -0.7817, 3.2003], [1.5077, -1.1066, -4.7643], [3.5004, 0.8592, -4.4150], [0.3839, -1.9632, -1.7141], [2.7633, -1.7928, 0.0210], [-1.6280, 0.5967, 3.0055], [-4.0293, 2.0196, 0.1980], [2.2682, 1.6367, 3.6395], [0.0148, -0.7879, 0.1490], [1.8372, -2.1105, -4.4724], [3.8007, 1.8299, -3.9953], [1.7315, 0.6884, -0.0685], [-0.6688, -0.1627, -1.3431], [1.3032, 4.0630, -1.0427], [2.6903, 2.9513, -1.3109], [-1.8002, -2.8463, 3.2482], [2.2882, -0.9629, 0.5706], [3.6358, -2.0655, 0.6331], [-2.1056, -1.7998, 0.4683], [0.8850, 2.2069, -4.1878], [2.4489, 1.2580, 1.9218], [-2.1075, -1.9920, 4.7545], [2.7745, -0.0002, 3.1272], [1.3290, -2.1958, 4.3248], [-0.6005, -2.2155, -2.1380], [3.2499, -2.1281, -2.0935], [4.3538, -1.0580, -1.2129], [0.4049, -2.9939, 3.0474], [2.1211, -3.7643, 0.6884], [-0.2621, 0.8852, -3.8551], [-3.1456, -1.6950, 3.3485], [0.6839, 3.2160, 3.1394], [1.9864, -0.8434, -5.7196], [1.0395, -1.7344, -2.5602], [1.8891, -2.1143, 2.6519], [-1.6006, 2.7531, -2.4068], [-1.0057, 3.4095, 2.5828], [-1.7551, 1.8223, -0.9031], [0.4180, -1.0772, -4.8953], [0.3489, -4.0724, -1.0775], [3.3388, 0.7793, -1.8099], [1.8418, 3.6950, -2.7047], [-0.6637, 2.9626, 4.2731], [-6.2636, 0.8788, -0.1600], [4.3250, 0.1410, -4.2700], [3.3168, 0.9530, -5.4949], [-1.0225, 3.4727, -0.8502], [-4.3308, -2.9496, 0.2441], [-3.6363, 0.3961, 3.6797], [-2.7140, 1.6225, 4.5548], [-3.2692, 1.9401, 2.8971]],
  "atomic_forces_ev_per_a": [[0.2, -0.1, -0.7], [1.9, 0.5, 2.6], [1.4, 0.1, -0.8], [0.8, 0.3, 0.2], [-0.6, -0.1, -0.1], [0.7, 0.4, -0.2], [-1.3, -1.4, 1.4], [0.3, 0.3, -0.1], [-0.4, -0.1, 0.0], [-0.9, 0.5, -1.4], [-0.4, -0.2, -0.2], [-0.4, 0.1, 0.9], [-0.2, -0.4, -0.2], [0.2, -0.2, 0.1], [0.9, 0.2, 0.4], [-0.7, -0.9, -0.1], [0.3, 0.3, 0.1], [0.2, -0.3, -0.1], [-0.6, -0.2, -0.7], [-0.3, -0.7, 0.5], [0.6, -0.1, -0.2], [0.4, -0.2, -0.1], [-1.5, 0.0, -0.3], [0.5, 0.1, -0.1], [-0.4, -0.5, 0.7], [-0.3, 0.3, -0.1], [-0.3, 0.6, 0.5], [-0.4, 0.6, 0.2], [0.0, -0.3, -0.2], [-0.1, 0.2, -0.4], [-0.4, 0.3, -0.1], [0.5, 0.3, 0.1], [1.7, 0.4, 0.3], [-0.3, 0.0, -0.1], [0.0, -0.3, -0.2], [0.2, -0.2, -0.6], [-0.1, 0.2, -0.1], [-0.1, -0.3, -0.1], [-0.1, 0.0, -0.5], [0.2, -0.3, 0.3], [0.3, -0.2, -0.2], [-0.3, 0.1, 0.0], [-0.1, 0.2, 0.1], [0.2, -0.4, -0.1], [-0.2, 0.1, -0.2], [-0.1, -0.1, 0.1], [-0.2, -0.1, 0.4], [0.0, 0.1, 0.2], [0.1, 0.2, -0.3], [-0.1, 0.3, 0.0], [-0.1, 0.1, -0.2], [0.3, 0.1, 0.1], [0.1, 0.1, 0.3], [-0.3, -0.1, -0.3], [0.2, 0.2, 0.0], [-0.2, 0.0, -0.7], [0.4, 0.1, 0.1], [0.2, -0.1, 0.0], [-0.3, 0.1, -0.1], [-0.2, -0.2, 0.2], [-0.2, -0.5, 0.1], [-0.2, 0.0, 0.1], [-0.6, 0.4, -0.2], [0.2, 0.3, 0.3], [0.1, 0.3, -0.7], [0.3, -0.2, 0.1], [0.1, 0.3, 0.4], [-0.3, -0.1, -0.3], [0.1, 0.0, 0.2], [0.1, 0.0, -0.3], [0.0, -0.2, 0.0], [-0.3, 0.2, 0.0], [0.2, 0.2, 0.3], [0.0, -0.2, -0.2], [-0.2, 0.2, 0.0], [-0.1, 0.2, -0.1], [0.0, 0.0, -0.1], [-0.2, 0.1, 0.2]]
}